# 1
41
Properties=species:S:1:pos:R:3:forces:R:3 method="wB97M-V/def2-TZVPD" energy_ev=-29921.8419 lumo_energy_ev=3.048 orbital_gap_ev=7.096 max_force_ev_per_a=0.29 e_homo_ev=-4.0 total_charge=-1 spin_multiplicity=1
C -1.0258 -0.8891 4.1984 0.0 0.0 0.1
C -1.8434 -0.4194 2.9955 -0.1 0.1 -0.1
C -2.0689 -1.5028 1.9200 0.1 0.0 0.0
N -1.9636 -0.9690 0.5656 -0.1 0.0 0.0
B -0.6379 -0.9447 -0.1683 -0.1 0.2 0.2
C 0.5905 -0.3618 0.7251 0.0 0.0 0.0
C -0.8371 -0.3409 -1.6828 -0.1 0.0 -0.1
C 0.0683 0.8320 -2.0762 0.1 -0.1 0.1
C -0.3234 2.1261 -1.3514 0.0 0.0 0.0
C 0.8501 3.0200 -1.0232 0.0 0.1 0.0
O 1.4967 3.4436 -2.2214 0.0 -0.2 0.0
C 2.8707 3.6642 -2.0507 0.0 0.1 0.0
S -0.1111 -2.8600 -0.4723 0.1 -0.1 -0.1
C 1.3661 -2.8433 -1.5329 0.0 0.0 0.0
O 0.3273 -3.5487 0.7535 0.0 -0.1 0.0
O -1.1291 -3.5612 -1.2728 0.0 0.0 0.0
H -1.6430 -1.4026 4.9414 0.0 -0.1 -0.1
H -0.2466 -1.5878 3.8835 0.0 0.1 0.0
H -0.5364 -0.0553 4.7086 -0.1 0.0 0.0
H -1.3561 0.4244 2.5049 0.1 -0.1 0.0
H -2.8134 -0.0400 3.3376 0.0 0.1 0.0
H -3.0671 -1.9361 2.0423 0.0 0.0 0.0
H -1.3593 -2.3226 2.0943 0.0 0.0 0.0
H -2.6869 -1.3663 -0.0193 0.0 0.0 0.0
H 0.4164 0.6820 1.0104 0.0 0.0 0.0
H 1.5517 -0.3940 0.1974 0.0 0.0 0.0
H 0.7249 -0.9346 1.6488 0.0 0.0 0.0
H -1.8772 0.0108 -1.7494 0.0 0.0 0.0
H -0.7658 -1.1310 -2.4386 0.0 0.0 0.0
H 1.1133 0.5960 -1.8341 0.0 0.0 0.0
H 0.0502 1.0073 -3.1568 0.0 0.0 0.0
H -0.8289 1.8802 -0.4130 0.0 0.0 0.0
H -1.0442 2.6909 -1.9531 0.0 0.0 0.0
H 1.5614 2.4762 -0.3877 0.0 0.0 -0.1
H 0.5254 3.9128 -0.4692 0.0 0.0 0.0
H 3.0705 4.4529 -1.3110 0.0 0.0 0.0
H 3.3834 2.7505 -1.7254 0.0 0.0 0.0
H 3.2773 3.9815 -3.0111 0.0 0.0 0.0
H 1.2688 -3.6768 -2.2278 0.0 0.0 0.0
H 2.2418 -2.9602 -0.8963 0.0 0.0 0.0
H 1.4103 -1.9033 -2.0826 0.0 0.0 0.0

# 2
44
Properties=species:S:1:pos:R:3:forces:R:3 method="wB97M-V/def2-TZVPD" energy_ev=-90004.9290 lumo_energy_ev=2.353 orbital_gap_ev=6.695 max_force_ev_per_a=0.68 e_homo_ev=-4.3 total_charge=-1 spin_multiplicity=1
C 1.3848 -0.0172 -1.0591 0.0 0.4 -0.1
C 0.1997 -0.1829 -1.2441 -0.6 -0.3 0.1
Ga -1.8104 -0.2569 -1.5225 0.2 0.5 -0.1
Cl -2.4505 -2.4256 -1.3482 0.0 0.0 0.0
C -2.7022 0.9239 -0.1199 0.4 -0.3 -0.2
O -3.1966 2.1696 -0.6378 -0.2 0.0 0.2
C -2.1825 2.9885 -1.1576 -0.3 0.0 0.0
H 2.3776 0.3447 -1.0213 0.4 -0.2 0.1
H -2.1154 0.2934 -2.9904 0.0 -0.2 0.0
H -3.5475 0.4381 0.3517 -0.3 -0.1 0.0
H -1.9826 1.1406 0.6763 0.1 0.0 0.2
H -2.4225 4.0226 -0.9141 0.0 0.2 0.0
H -2.1307 2.8976 -2.2396 0.1 -0.1 -0.3
H -1.2016 2.7607 -0.7521 0.2 -0.1 0.1
C 1.8223 0.6121 3.3821 -0.1 0.0 -0.3
C 2.9946 -0.3470 3.3652 0.1 0.1 -0.1
O 3.6197 -0.3675 2.0825 0.0 -0.1 0.1
O 0.8454 0.2743 2.4231 0.2 -0.1 0.3
H 1.3389 0.5950 4.3609 0.0 0.0 0.0
H 2.1858 1.6355 3.1960 0.1 0.0 0.1
H 2.6460 -1.3629 3.5443 0.0 0.0 0.0
H 3.7242 -0.0812 4.1395 -0.1 0.0 0.1
H 4.0477 0.4830 1.9484 0.0 0.0 -0.1
H 1.2995 -0.0198 1.6194 -0.2 0.1 -0.2
C -1.8841 -7.1601 -0.0069 0.1 0.2 0.1
C -3.3363 -6.7731 -0.1930 0.0 0.1 -0.2
O -3.4256 -5.4798 -0.7687 -0.2 -0.2 0.2
O -1.2021 -6.2011 0.7793 -0.1 -0.1 0.1
H -1.8065 -8.1240 0.5005 0.0 0.0 0.0
H -1.3929 -7.2426 -0.9871 -0.1 -0.1 0.0
H -3.8242 -6.7000 0.7790 0.0 0.0 0.0
H -3.8669 -7.5182 -0.7991 0.0 -0.1 0.0
H -3.1198 -5.5164 -1.6805 0.1 0.2 0.0
H -1.5168 -5.3325 0.4880 0.1 0.0 0.0
C 1.8353 4.4449 -0.8388 -0.2 0.0 -0.1
C 3.0390 5.0724 -1.5077 0.0 0.1 0.0
O 2.6512 6.2093 -2.2863 0.1 -0.1 0.0
O 0.8686 4.0461 -1.7869 0.2 0.0 0.0
H 2.1282 3.5543 -0.2813 0.0 0.0 0.0
H 1.3880 5.1621 -0.1336 0.1 0.0 0.1
H 3.4830 4.3679 -2.2091 0.0 0.0 0.0
H 3.7936 5.3584 -0.7669 0.0 -0.1 0.0
H 2.3756 6.9013 -1.6780 -0.1 0.0 0.0
H 0.8505 4.7233 -2.4727 -0.1 0.0 0.0

# 3
47
Properties=species:S:1:pos:R:3:forces:R:3 method="wB97M-V/def2-TZVPD" energy_ev=-38616.6242 lumo_energy_ev=-3.323 orbital_gap_ev=8.912 max_force_ev_per_a=5.47 e_homo_ev=-12.2 total_charge=+1 spin_multiplicity=1
C 2.3964 -1.8967 2.8359 0.5 0.8 0.0
C 1.3977 -0.8115 2.4127 -0.3 -1.5 0.7
O 1.4352 -0.6150 0.9681 -0.4 0.9 0.4
B 1.6136 0.6502 0.5681 1.2 -1.1 -0.2
O 2.7181 0.9497 -0.1634 -0.2 0.5 0.5
N 0.5900 1.8139 0.8404 -0.1 0.0 -0.9
C -0.8206 1.3600 0.5210 -1.3 0.3 0.9
C -1.7231 1.5294 1.7475 1.2 -2.2 -1.4
C -2.8160 0.3832 1.8578 -0.6 2.2 0.6
O -1.5370 0.6586 2.7397 -0.5 1.5 1.0
O 0.6735 2.3474 2.1544 0.0 -0.3 -0.1
C 1.5769 3.4681 2.2189 0.0 0.7 0.9
C 1.6853 3.8215 3.6973 -0.1 -0.9 -0.1
H 1.9437 -2.6201 3.5064 -0.1 -0.1 -0.1
H 2.8485 -2.3804 1.9738 -0.2 -0.2 0.0
H 3.2119 -1.4198 3.3803 0.1 -0.2 0.0
H 1.6115 0.0905 2.9835 -0.2 0.3 -0.3
H 0.4059 -1.1711 2.6726 -0.2 0.4 -0.1
H 3.2119 1.7154 0.1543 0.0 0.2 -0.6
H 0.8322 2.5648 0.1871 -0.1 0.1 0.1
H -0.8797 0.3065 0.2737 0.5 0.0 -0.1
H -1.2734 1.9424 -0.2792 0.5 0.1 -0.3
H -2.0395 2.5325 2.0201 -0.1 0.1 -0.1
H -3.5738 1.2135 2.0042 0.1 -0.2 1.1
H -3.2618 -0.1957 2.6719 0.0 -1.7 -1.2
H 2.5797 3.2154 1.8694 -0.1 -0.2 -0.4
H 1.1396 4.3205 1.6944 0.2 -0.2 -0.5
H 1.7565 2.8760 4.2385 0.1 0.1 0.2
H 2.6048 4.3654 3.8906 -0.1 0.3 0.0
H 0.8067 4.3434 4.0618 0.1 0.2 0.0
C -2.9821 -2.9409 -2.2863 -0.3 0.0 -0.1
O -2.1784 -2.7608 -3.4713 1.6 -0.6 2.2
P -1.1173 -1.5392 -3.4861 -0.9 2.8 -4.6
O -1.9199 -0.2981 -3.4367 0.1 -0.2 0.9
O -0.5519 -1.9171 -4.9341 0.1 0.2 0.1
C -1.4205 -1.8040 -6.0663 -0.1 -0.3 -0.2
O 0.3462 -1.0866 -2.9366 -0.7 -2.0 1.7
C 1.1378 -2.0082 -2.1550 0.0 0.0 0.0
H -3.4212 -3.9334 -2.3347 0.1 0.0 -0.1
H -2.3793 -2.8675 -1.3817 0.0 0.0 0.0
H -3.7738 -2.1938 -2.2638 0.1 0.1 0.0
H -2.2008 -1.0631 -5.8959 0.0 0.0 0.1
H -1.8722 -2.7710 -6.2848 0.0 0.0 0.0
H -0.8143 -1.4971 -6.9149 0.1 0.0 0.1
H 1.3649 -2.9141 -2.7185 0.0 0.0 0.0
H 0.6010 -2.2558 -1.2374 0.2 -0.1 0.0
H 2.0673 -1.5073 -1.8977 0.0 0.1 -0.1

# 4
52
Properties=species:S:1:pos:R:3:forces:R:3 method="wB97M-V/def2-TZVPD" energy_ev=-60694.3067 de_lowest_kj_mol=34.0 lumo_energy_ev=7.686 orbital_gap_ev=1.430 max_force_ev_per_a=6.09 e_homo_ev=6.3 total_charge=-4 spin_multiplicity=1
Sn 1.1546 1.7961 -0.5458 -0.3 5.7 2.0
P -1.5945 3.0899 0.7609 -1.2 3.5 0.3
O -1.6623 4.5500 1.2539 -0.3 -0.8 0.1
O -1.1243 3.1308 -0.7495 0.8 -2.0 -0.4
O -3.0041 2.4453 0.9273 0.1 -1.1 -0.4
O -0.5109 2.2874 1.5480 1.0 -1.8 -0.4
P 2.5978 4.5548 0.1527 -0.8 1.7 0.4
O 4.0355 5.0578 -0.1279 0.3 -0.5 0.0
O 2.6146 3.0587 0.7322 -0.2 -1.8 0.1
O 1.7658 4.3201 -1.1390 -0.3 -1.4 -1.5
O 1.8341 5.5569 1.0470 1.0 -0.7 0.0
C 3.2317 -0.8853 1.5058 -0.1 -0.5 -0.6
O 2.3033 -0.7958 0.4331 0.3 -0.3 -0.2
C 2.0432 -2.0775 -0.0908 -0.9 -0.1 -0.7
C 1.2427 -2.0729 -1.4382 0.2 0.9 0.9
N 0.3830 -0.9365 -1.6622 1.3 -1.2 -0.9
C -0.2547 -1.0343 -2.9533 -0.5 0.7 1.2
C -1.0201 0.2502 -3.2355 0.4 0.3 -0.6
O -0.1261 1.3478 -3.2678 0.1 -1.1 -0.2
C -0.6823 2.5707 -3.7072 0.1 0.1 -0.2
H 3.4790 0.0614 1.9803 -0.6 0.3 -0.3
H 4.1628 -1.2747 1.0751 0.2 -0.3 0.3
H 2.7942 -1.5862 2.2250 0.4 -0.1 0.4
H 1.5097 -2.6960 0.6424 -0.1 0.1 0.3
H 2.9346 -2.6604 -0.3613 0.5 0.3 0.4
H 0.6787 -3.0228 -1.4589 0.1 -0.4 -0.1
H 2.0050 -2.1170 -2.2231 -0.2 0.1 -0.3
H -0.2326 -0.7047 -0.8663 -0.3 0.1 0.1
H -0.9721 -1.8746 -2.9283 -0.3 -0.2 -0.5
H 0.4589 -1.2094 -3.7635 0.3 0.0 0.1
H -1.8367 0.3720 -2.5181 0.1 0.3 0.1
H -1.4470 0.1377 -4.2445 -0.4 0.0 -0.1
H -1.1740 3.0569 -2.8563 -0.2 0.2 0.0
H -1.2996 2.3872 -4.6019 -0.5 -0.1 0.1
H 0.1344 3.1824 -4.0943 0.2 0.1 0.5
C -2.2517 -2.2979 0.6240 0.2 -0.8 1.4
C -1.9402 -1.0282 1.4077 1.5 2.4 -1.2
C -0.8744 -1.1574 2.5206 -1.2 -0.5 -1.2
O -1.5885 -1.7820 3.6002 1.7 -0.7 0.3
C -0.8897 -2.8798 4.1361 -0.9 -0.3 0.2
N -1.3319 -0.0621 0.4426 -0.4 -1.5 0.3
H -2.7491 -3.0469 1.2540 -0.5 0.1 0.0
H -1.3336 -2.8419 0.3771 0.2 0.4 -0.4
H -2.8301 -2.1045 -0.2780 0.0 0.1 0.0
H -2.7959 -0.4740 1.8045 -0.4 -0.6 0.3
H -0.3755 -0.2404 2.8397 -0.7 0.4 -0.1
H -0.0646 -1.7427 2.0632 0.0 -0.6 0.5
H 0.1931 -2.8004 4.2749 0.0 0.7 0.2
H -0.9849 -3.7833 3.5167 -0.3 0.0 -0.2
H -1.4044 -3.0606 5.0835 0.4 -0.3 0.2
H -2.0867 0.2693 -0.1553 0.0 0.5 0.2
H -1.1143 0.7669 1.0386 0.4 0.8 -0.3

# 5
46
Properties=species:S:1:pos:R:3:forces:R:3 method="wB97M-V/def2-TZVPD" energy_ev=-48269.5970 lumo_energy_ev=-5.244 orbital_gap_ev=7.238 max_force_ev_per_a=4.13 e_homo_ev=-12.5 total_charge=+1 spin_multiplicity=1
C -1.9009 1.1883 -0.8710 -2.0 0.2 -0.8
C -3.1924 1.9242 -0.8008 4.0 0.0 1.0
N -4.5784 1.2524 -0.7112 3.4 -0.3 -2.1
O -5.4584 2.1825 -1.1216 -2.6 1.1 0.2
C -6.8307 1.8928 -0.6783 -3.1 -0.1 -0.3
C -7.2521 0.3089 -0.7013 -1.0 0.3 0.7
H -1.0691 1.2040 -0.0151 -1.4 1.4 -2.5
H -1.6036 0.5820 -1.8500 -1.3 -0.1 2.8
H -3.1798 3.0924 -0.8666 -0.6 -2.3 1.6
H -4.7083 0.9200 0.2695 0.0 0.2 -0.8
H -4.5643 0.4995 -1.4350 -0.2 -0.3 1.0
H -7.5514 2.4402 -1.4567 2.1 -1.0 1.6
H -7.1098 2.3664 0.3746 1.2 -1.0 -2.1
H -6.5537 -0.3857 -1.3330 -1.4 1.3 1.3
H -8.3412 0.2524 -1.1733 2.5 0.0 1.0
H -7.3692 -0.0523 0.4304 0.5 0.5 -2.7
O -1.3254 -3.7017 0.1141 0.7 1.2 0.0
S -0.6179 -2.5066 0.5230 0.7 -0.8 0.7
O -0.0830 -1.5642 -0.4355 -0.6 -0.6 0.3
O 0.5626 -2.9194 1.5669 -1.7 1.0 -0.4
C 1.5010 -3.9112 1.1764 1.1 -0.9 -0.5
C 2.5505 -3.3414 0.2410 0.0 0.2 -0.3
C -1.6322 -1.6170 1.6779 0.1 0.0 0.2
H 0.9950 -4.7721 0.7269 -0.1 0.2 0.1
H 1.9906 -4.2653 2.0898 -0.4 0.2 0.0
H 2.1107 -3.0680 -0.7227 0.1 -0.1 0.1
H 3.3420 -4.0734 0.0564 -0.1 0.1 0.1
H 2.9952 -2.4340 0.6623 0.0 -0.2 0.0
H -1.9914 -2.3105 2.4402 0.1 0.1 -0.1
H -2.4761 -1.1933 1.1301 0.1 -0.1 -0.1
H -1.0400 -0.8171 2.1260 0.0 -0.1 0.0
O 6.5793 0.2089 -0.5340 -1.0 0.4 0.8
S 5.8544 0.9779 0.4555 0.2 0.3 -0.1
O 4.9762 0.3543 1.4213 0.6 0.2 -0.9
O 5.0435 2.1762 -0.2930 0.9 -0.4 0.8
C 4.1703 1.8433 -1.3624 -0.8 -0.3 -0.7
C 2.8524 1.2947 -0.8495 -0.1 -0.3 0.2
C 7.0094 2.0056 1.3293 -0.1 0.2 -0.1
H 4.6493 1.1420 -2.0538 0.1 0.0 0.2
H 3.9806 2.7669 -1.9194 0.3 0.0 0.3
H 2.9918 0.3200 -0.3724 0.0 0.1 -0.1
H 2.1397 1.1710 -1.6700 0.1 0.0 0.0
H 2.4190 1.9630 -0.0985 0.1 0.0 -0.1
H 7.6372 2.5270 0.6047 -0.1 -0.1 0.1
H 7.6235 1.3618 1.9617 -0.2 -0.1 -0.1
H 6.4551 2.7147 1.9470 0.0 -0.1 -0.1